Molecular formula: C12H16AuN3O6P2Se2
Method: DFT, ωB97M-V/def2-TZVPD

Structure (XYZ):
```
42
Properties=species:S:1:pos:R:3:mulliken_charge:R:1
Au 0.1250 -0.3774 0.2470 0.389
Se -2.7828 -1.0565 -1.6418 0.095
Se -3.7577 0.5405 -0.2606 0.098
C -2.3780 1.8864 -0.3581 0.404
C -2.6988 3.2911 0.2394 -0.276
C -2.8066 4.3546 -0.8120 -0.791
C -1.8528 4.5804 -1.7130 -0.460
C -0.6163 3.8003 -1.7278 -0.357
N -0.4915 2.5452 -1.5431 -0.225
C -2.1740 -2.3169 -0.3312 0.405
C -2.8724 -3.5013 -0.1852 -0.548
C -2.3703 -4.4923 0.6504 -0.218
C -1.1859 -4.2589 1.3241 -0.719
C -0.5452 -3.0467 1.1466 -0.013
N -1.0178 -2.0931 0.3256 -0.300
H -3.6096 3.2369 0.8380 0.726
H -3.7040 4.9594 -0.8063 0.492
H -1.9362 5.4006 -2.4150 0.515
H 0.3385 4.2990 -1.8834 0.529
H -3.7969 -3.6448 -0.7255 0.435
H -2.9013 -5.4275 0.7672 0.440
H -0.7498 -4.9981 1.9803 0.432
H 0.3794 -2.8225 1.6602 0.419
N 0.8482 3.7718 1.9739 -0.197
C 0.4053 2.3673 2.3322 0.620
C 0.1192 2.3367 3.8259 -1.777
P 1.9151 1.3862 1.8240 0.903
O 1.8282 0.0327 2.6588 -0.439
O 3.0638 2.2376 2.1610 -0.786
O 1.5745 1.0650 0.3644 -0.669
P -1.0678 1.8851 1.2688 1.079
O -1.9410 1.1803 2.3947 -0.527
O -1.5760 3.4479 1.1236 -0.487
O -1.7570 1.8579 -1.5306 -0.220
H 1.8530 3.8168 2.2466 0.460
H 0.2911 4.4808 2.4551 0.382
H 0.7969 3.9587 0.9706 0.164
H 1.0371 2.5935 4.3607 0.489
H -0.1882 1.3428 4.1365 0.368
H -0.6673 3.0401 4.1052 0.488
H 2.5051 -0.0222 3.3518 0.338
H -2.6073 0.5570 2.0531 0.338
```

HOMO-LUMO gap (hartree): 0.272
Net charge: +2
Molecular weight (g mol⁻¹): 715.1
HOMO (hartree): -0.560

Molecular formula: C48H86F2O39
Method: DFT, ωB97M-V/def2-TZVPD

Structure (XYZ):
```
175
Properties=species:S:1:pos:R:3:mulliken_charge:R:1
C -0.9495 -0.2203 -0.3183 0.744
C -0.5098 0.3849 -1.6448 1.921
O 0.5808 1.2335 -1.2460 -0.183
C 0.9084 1.0195 0.0797 -0.105
O 1.8403 1.5456 0.5917 -0.458
O -0.0035 0.2132 0.6419 0.782
H -0.7809 -1.2997 -0.3168 0.011
H -1.9478 -0.0148 0.0590 -1.005
H -1.3312 0.8559 -2.1818 -0.231
H -0.1629 -0.4728 -2.2240 -1.440
C 3.0772 -2.9898 0.0460 0.341
C 2.2187 -2.8783 1.3024 0.601
O 3.0364 -2.0827 2.1538 -0.458
C 3.8466 -1.3485 1.3459 0.656
O 4.6298 -0.5364 1.7216 -0.613
O 3.6829 -1.6918 0.0649 -0.301
H 2.3214 -3.2281 -0.6960 -0.529
H 3.7074 -3.8428 0.2938 0.291
H 2.0827 -3.8602 1.7539 0.380
H 1.2343 -2.4492 1.0972 -0.529
C -2.0900 4.2073 -0.6379 -0.794
C -2.8991 3.1231 0.0750 0.735
O -4.2642 3.1407 -0.3655 -0.507
C -4.4789 2.7628 -1.6060 0.891
O -3.6812 2.2086 -2.3267 -0.579
O -5.7241 3.0777 -1.9729 -0.449
C -6.3784 2.2236 -2.8896 -0.619
H -2.5877 5.1032 -0.2610 0.462
H -2.0368 4.0636 -1.7132 0.418
H -1.0572 4.2403 -0.2891 -0.341
H -2.7330 3.1778 1.1490 0.284
H -2.5406 2.1103 -0.1360 -0.262
H -5.7117 1.5956 -3.4807 0.208
H -6.8483 2.8370 -3.6636 0.291
H -7.1993 1.6901 -2.4115 0.261
C -0.1184 2.7012 3.2799 0.226
C -0.4441 4.1784 3.0853 -0.886
O 0.2550 4.8025 2.0121 0.095
C 0.9726 5.9412 2.2296 0.441
O 1.0010 6.5279 3.2681 -0.604
O 1.6204 6.2951 1.1547 -0.615
C 1.0787 6.2556 -0.1382 -0.370
H -0.8071 2.4531 4.0914 0.209
H 0.8951 2.5516 3.6487 0.293
H -0.3220 2.1101 2.3925 -0.319
H -0.5991 4.8083 3.9602 0.443
H -1.4852 4.1242 2.7317 0.093
H 0.1386 6.8160 -0.1868 0.518
H 0.8877 5.2758 -0.5756 -0.721
H 1.6940 6.8058 -0.8481 0.551
C 7.7672 6.5817 2.7185 -1.047
C 6.3688 6.7223 3.2954 -0.390
O 5.4509 5.8960 2.6135 -0.111
C 5.4859 4.5818 2.7459 0.488
O 6.0470 3.9789 3.6258 -0.618
O 4.8669 4.0363 1.7098 -0.080
C 4.8251 2.6634 1.4360 -0.394
H 8.1379 5.5639 2.7837 0.302
H 8.4705 7.3017 3.1473 0.410
H 7.7461 7.0131 1.7136 0.236
H 5.9522 7.7099 3.0680 0.309
H 6.3053 6.7189 4.3867 0.320
H 5.6172 2.1755 0.8627 0.356
H 3.8802 2.4773 0.9316 -0.255
H 4.8506 2.0086 2.3118 0.540
C -1.1258 -0.0598 -6.6514 -1.512
C -1.6441 0.2776 -5.2722 0.683
O -3.0696 0.2425 -5.3068 -0.356
C -3.7169 -0.8693 -5.0394 1.000
O -3.2209 -1.9432 -4.8137 -0.608
O -5.0075 -0.6298 -5.0945 -0.367
C -5.9457 -1.7142 -5.0955 -0.746
H -1.4083 -1.0986 -6.8478 0.336
H -0.0521 0.1072 -6.7440 0.414
H -1.5744 0.4802 -7.4858 0.356
H -1.3182 1.3046 -5.0804 0.192
H -1.2415 -0.2651 -4.4178 -0.205
H -6.5027 -1.6639 -4.1590 0.233
H -5.4021 -2.6474 -5.2084 0.364
H -6.6798 -1.4731 -5.8605 0.285
C 1.0279 4.2534 -2.6555 -0.879
C 2.3977 3.6856 -2.3103 0.627
O 3.1763 4.8216 -1.9401 -0.294
C 4.4325 4.6206 -1.5143 0.781
O 5.0760 3.6323 -1.6947 -0.587
O 4.9096 5.6861 -0.8741 -0.346
C 4.1498 6.8252 -0.5133 1.006
H 0.9180 4.6499 -3.6674 0.540
H 0.7296 5.0466 -1.9695 0.474
H 0.2007 3.5385 -2.6019 -0.202
H 2.9398 3.1579 -3.0960 0.525
H 2.2684 2.9885 -1.4786 -0.591
H 3.2031 6.5460 -0.0477 -1.025
H 3.9109 7.4073 -1.4039 0.447
H 4.7350 7.3500 0.2350 0.189
C 4.9276 -5.1980 -6.3036 -1.202
C 3.8078 -5.6042 -5.3626 -0.192
O 2.9060 -4.5161 -5.2417 -0.353
C 3.0561 -3.5598 -4.3669 0.710
O 3.9706 -3.4743 -3.5907 -0.572
O 2.0040 -2.7376 -4.3980 -0.158
C 2.1002 -1.5738 -3.5811 0.176
H 4.6000 -5.1391 -7.3441 0.318
H 5.6506 -6.0195 -6.2910 0.360
H 5.4000 -4.2383 -6.1056 0.338
H 4.2101 -6.0072 -4.4340 0.328
H 3.2160 -6.3624 -5.8769 0.304
H 2.6731 -0.8388 -4.1563 0.599
H 2.6153 -1.7636 -2.6431 0.204
H 1.1976 -0.9967 -3.3890 -0.632
C -0.6803 -5.4955 1.6158 0.398
C -1.8865 -5.4168 0.6708 -0.678
O -2.1066 -4.0442 0.3659 0.049
C -3.2093 -3.7514 -0.3606 0.280
O -4.0296 -4.5482 -0.7287 -0.628
O -3.2428 -2.4434 -0.4472 0.597
C -4.0767 -1.8912 -1.4861 -0.695
H -0.6166 -6.5246 1.9700 0.547
H -0.8749 -4.8925 2.5054 -0.698
H 0.2325 -5.1021 1.1788 -0.448
H -2.7144 -5.9164 1.1794 0.530
H -1.7356 -6.0992 -0.1712 0.316
H -4.0823 -2.6492 -2.2698 0.642
H -3.5965 -1.0113 -1.9082 -0.087
H -5.0897 -1.6768 -1.1612 0.278
C -1.1234 -1.9914 3.0130 0.059
C -2.4321 -2.4808 3.6136 -0.574
O -2.5227 -3.8920 3.5842 -0.303
C -1.8976 -4.6029 4.5421 0.742
O -1.4291 -4.1697 5.5632 -0.538
O -1.9006 -5.8684 4.1815 -0.285
C -1.2114 -6.8315 4.9532 -0.839
H -0.4035 -2.3702 3.7418 0.422
H -1.0604 -0.9182 2.8456 0.512
H -1.0036 -2.4557 2.0296 -0.735
H -3.2497 -2.0723 3.0257 -0.291
H -2.4201 -2.1079 4.6384 0.570
H -0.6749 -6.3554 5.7798 0.351
H -0.5106 -7.3958 4.3499 0.277
H -1.9328 -7.3996 5.5435 0.312
C 2.2880 -0.5924 3.5600 1.111
C 2.1404 -0.3748 5.0733 -1.029
O 0.9078 0.1986 5.4906 -0.288
C -0.1437 -0.4806 5.9286 0.868
O -0.1729 -1.6326 6.2783 -0.574
O -1.1749 0.3739 5.9644 -0.275
C -2.4251 -0.0821 6.4294 -0.809
H 1.4940 -1.2938 3.2862 -0.944
H 3.2547 -1.0269 3.3295 0.402
H 1.9775 0.2753 2.9768 -0.221
H 2.9716 0.1765 5.5093 0.406
H 2.2781 -1.3590 5.5304 0.420
H -2.4834 -0.9854 7.0275 0.390
H -3.1903 -0.0777 5.6465 0.206
H -2.8072 0.7715 7.0035 0.338
C 0.2720 -6.0382 -3.3589 -0.532
C 1.0173 -6.3987 -2.0364 0.208
O 0.7419 -5.2984 -1.2247 -0.195
C 0.1643 -4.2644 -1.9213 -0.490
O 0.0785 -3.1410 -1.5479 0.437
O -0.0114 -4.6889 -3.1530 -0.209
F 2.3504 -6.4663 -2.3231 -0.289
H -0.6446 -6.6277 -3.4495 0.389
H 0.8295 -6.1925 -4.2794 0.205
H 0.6454 -7.3342 -1.6272 0.292
C -6.8136 0.6678 0.8964 -0.254
C -6.5036 1.4108 2.2315 0.250
O -5.1344 1.1907 2.4036 -0.314
C -4.6908 0.2251 1.5573 0.316
O -3.6248 -0.3028 1.5714 -0.167
O -5.6203 -0.0693 0.6727 -0.293
F -7.2869 0.9251 3.2295 -0.327
H -7.1048 1.2063 -0.0046 -0.007
H -7.6684 -0.0006 1.0257 0.337
H -6.7195 2.4789 2.1893 0.305
```

HOMO-LUMO gap (hartree): 0.361
Net charge: 0
Molecular weight (g mol⁻¹): 1325.2
Energy above the lowest of the compared OMol25 structures with the same formula, charge and spin (kJ/mol): 267.18
HOMO (hartree): -0.357

Molecular formula: C17H17BN8O6V
Method: DFT, ωB97M-V/def2-TZVPD

Structure (XYZ):
```
50
Properties=species:S:1:pos:R:3:lowdin_spin:R:1
H 0.7948 -3.0740 0.7991 0.001
N -0.6565 -1.9560 -0.2701 0.017
B -2.6119 -1.1312 -1.6501 0.003
N -1.7955 -2.2755 -0.9912 0.004
C -1.9653 -3.6011 -0.9908 0.004
V -0.2184 0.0690 -0.0044 2.261
H -2.8339 -3.9581 -1.5414 0.000
C -0.9214 -4.1672 -0.2510 0.001
H -0.8039 -5.2196 -0.0703 0.000
C -0.1100 -3.1008 0.1898 0.010
H -3.5465 -1.5758 -2.2394 0.000
C 0.5173 1.8553 0.0251 0.038
H 1.4406 1.9556 0.6094 0.014
H -0.2727 2.4179 0.5671 0.010
H 0.6188 2.3431 -0.9527 0.007
N -1.6540 -0.3615 -2.5753 0.009
N -3.0951 -0.1896 -0.5170 0.011
N -0.4993 0.1777 -2.0087 0.009
N -2.1168 0.3899 0.2838 0.032
C -1.6821 -0.1163 -3.8932 0.019
C -4.2917 0.2202 -0.0918 0.011
H -2.5643 -0.4875 -4.4138 0.001
H -5.1493 -0.1437 -0.6506 0.001
C -0.5330 0.6079 -4.2252 0.004
C -4.1036 1.0831 0.9983 0.003
C 0.1872 0.7696 -3.0179 0.026
C -2.7202 1.1730 1.2152 0.016
H -0.2937 0.9743 -5.2146 0.000
H -4.8855 1.5815 1.5397 0.000
H 1.1359 1.2532 -2.8061 0.003
H -2.1053 1.6981 1.9426 0.001
H 1.5336 0.1963 0.1125 0.208
O 2.4266 -0.2640 1.1759 0.220
C 1.7408 -0.1246 2.2576 0.021
O 0.5011 -0.3031 2.3298 0.018
C 2.5302 0.2898 3.5437 0.007
C 2.2021 -0.3572 4.7355 0.004
C 2.8623 0.0114 5.9434 0.000
C 3.8565 0.9868 5.9947 0.003
C 4.1290 1.6614 4.8087 0.000
C 3.5155 1.3117 3.5788 0.003
N 5.1514 2.7059 4.8211 0.000
O 5.7881 2.9321 5.8637 0.000
O 5.4290 3.3256 3.7824 0.000
N 2.6323 -0.8028 7.1271 0.000
O 1.7371 -1.6614 7.1185 0.000
O 3.2531 -0.5619 8.1759 0.000
H 1.3337 -1.0197 4.7466 0.000
H 4.4014 1.1888 6.9130 0.000
H 3.7253 1.9581 2.7268 0.000
```

HOMO-LUMO gap (spin up / spin down) (hartree): 0.231 / 0.303
Net charge: 0
Molecular weight (g mol⁻¹): 491.1
Spin multiplicity: 4
Energy above the lowest of the compared OMol25 structures with the same formula, charge and spin (kJ/mol): 151.86
HOMO (spin up / spin down) (hartree): -0.279 / -0.351

Which formula does entry 3 have? C17H17BN8O6V

Copy entry 1 word for word.
Molecular formula: C12H16AuN3O6P2Se2
Method: DFT, ωB97M-V/def2-TZVPD

Structure (XYZ):
```
42
Properties=species:S:1:pos:R:3:mulliken_charge:R:1
Au 0.1250 -0.3774 0.2470 0.389
Se -2.7828 -1.0565 -1.6418 0.095
Se -3.7577 0.5405 -0.2606 0.098
C -2.3780 1.8864 -0.3581 0.404
C -2.6988 3.2911 0.2394 -0.276
C -2.8066 4.3546 -0.8120 -0.791
C -1.8528 4.5804 -1.7130 -0.460
C -0.6163 3.8003 -1.7278 -0.357
N -0.4915 2.5452 -1.5431 -0.225
C -2.1740 -2.3169 -0.3312 0.405
C -2.8724 -3.5013 -0.1852 -0.548
C -2.3703 -4.4923 0.6504 -0.218
C -1.1859 -4.2589 1.3241 -0.719
C -0.5452 -3.0467 1.1466 -0.013
N -1.0178 -2.0931 0.3256 -0.300
H -3.6096 3.2369 0.8380 0.726
H -3.7040 4.9594 -0.8063 0.492
H -1.9362 5.4006 -2.4150 0.515
H 0.3385 4.2990 -1.8834 0.529
H -3.7969 -3.6448 -0.7255 0.435
H -2.9013 -5.4275 0.7672 0.440
H -0.7498 -4.9981 1.9803 0.432
H 0.3794 -2.8225 1.6602 0.419
N 0.8482 3.7718 1.9739 -0.197
C 0.4053 2.3673 2.3322 0.620
C 0.1192 2.3367 3.8259 -1.777
P 1.9151 1.3862 1.8240 0.903
O 1.8282 0.0327 2.6588 -0.439
O 3.0638 2.2376 2.1610 -0.786
O 1.5745 1.0650 0.3644 -0.669
P -1.0678 1.8851 1.2688 1.079
O -1.9410 1.1803 2.3947 -0.527
O -1.5760 3.4479 1.1236 -0.487
O -1.7570 1.8579 -1.5306 -0.220
H 1.8530 3.8168 2.2466 0.460
H 0.2911 4.4808 2.4551 0.382
H 0.7969 3.9587 0.9706 0.164
H 1.0371 2.5935 4.3607 0.489
H -0.1882 1.3428 4.1365 0.368
H -0.6673 3.0401 4.1052 0.488
H 2.5051 -0.0222 3.3518 0.338
H -2.6073 0.5570 2.0531 0.338
```

HOMO-LUMO gap (hartree): 0.272
Net charge: +2
Molecular weight (g mol⁻¹): 715.1
HOMO (hartree): -0.560

The lowest molecular weight belongs to which entry? C17H17BN8O6V